[1]
DFT (wB97M-V/def2-TZVPD) results for a structure of composition C7H11N in a non-equilibrium geometry.

Atoms and positions in Å:
C 1.8383 1.6361 -0.7049
C 0.8562 0.5959 -1.2420
C -0.1023 0.1586 -0.1712
C 0.1035 -1.7384 0.3073
N 0.7491 -2.4232 -0.5244
C -1.0929 -0.8183 0.0949
C -0.7522 0.9158 0.6633
C -1.8155 1.1262 1.6599
H 2.2831 2.2342 -1.4898
H 2.5309 1.1640 -0.0056
H 1.2912 2.2244 0.0402
H 0.2814 1.0023 -2.0831
H 1.3536 -0.2637 -1.6978
H 0.5448 -1.6934 1.3039
H 0.1535 -2.8635 -1.2254
H -1.8575 -0.9745 -0.6623
H -1.8704 0.3710 2.4472
H -2.8362 1.1637 1.2713
H -1.7071 2.0596 2.2262

Computed properties:
Net charge: 0
DFT total energy: -8921.3276 eV

Mulliken population analysis, charges in e, atoms 1 to 8: atom 1 (C): -1.203, atom 2 (C): -0.361, atom 3 (C): 0.805, atom 4 (C): -0.079, atom 5 (N): -0.707, atom 6 (C): -0.696, atom 7 (C): 0.073, atom 8 (C): -1.391

=====

[2]
DFT (wB97M-V/def2-TZVPD) results for an isolated molecule of C24H21N3O4 in a non-equilibrium geometry.

Atoms and positions in Å:
C 2.9882 4.7248 1.3056
O 1.9454 3.7861 1.2191
C 2.1759 2.5180 1.6791
C 3.3690 2.0729 2.2350
C 3.4750 0.7574 2.6564
C 2.4255 -0.1272 2.5123
C 1.2348 0.3079 1.9402
C 0.1235 -0.6351 1.7354
C -0.5022 -0.7327 0.5232
N -0.1042 0.0301 -0.5811
C 1.2012 0.1633 -0.9895
O 2.0929 -0.5756 -0.6390
C 1.4021 1.2875 -1.9091
C 2.5652 1.7677 -2.4550
C 2.2068 2.9098 -3.2008
C 0.8582 3.0435 -3.0556
O 0.3603 2.0729 -2.2799
N -1.5864 -1.5476 0.3520
C -2.2372 -1.7355 -0.8911
C -1.5141 -1.9677 -2.0569
C -2.1865 -2.1652 -3.2469
C -3.5768 -2.1519 -3.3015
C -4.2814 -2.3622 -4.6057
C -4.2839 -1.9463 -2.1236
C -3.6258 -1.7407 -0.9260
N -2.1309 -2.2099 1.3737
C -1.5736 -2.1951 2.5349
C -2.2200 -2.9713 3.6299
C -0.3423 -1.4538 2.8490
O 0.1846 -1.4966 3.9531
C 1.1096 1.6342 1.5506
H 2.5902 5.6480 0.8863
H 3.8608 4.4104 0.7233
H 3.2880 4.9003 2.3438
H 4.2137 2.7343 2.3470
H 4.4019 0.4207 3.0965
H 2.5229 -1.1523 2.8278
H -0.8103 0.5665 -1.0657
H 3.5390 1.3447 -2.3223
H 2.8589 3.5445 -3.7644
H 0.1651 3.7644 -3.4433
H -0.4364 -2.0169 -2.0297
H -1.6217 -2.3465 -4.1497
H -5.3560 -2.4356 -4.4617
H -3.9290 -3.2734 -5.0860
H -4.0787 -1.5319 -5.2819
H -5.3639 -1.9470 -2.1414
H -4.1738 -1.5920 -0.0089
H -3.1085 -3.4767 3.2645
H -2.4769 -2.2993 4.4472
H -1.5085 -3.6957 4.0224
H 0.1850 2.0138 1.1412

Computed properties:
Net charge: 0
DFT total energy: -37888.2547 eV

Mulliken population analysis, charges in e, atoms 1 to 8: atom 1 (C): -0.943, atom 2 (O): -0.411, atom 3 (C): 0.224, atom 4 (C): -0.393, atom 5 (C): -1.104, atom 6 (C): -0.701, atom 7 (C): 0.420, atom 8 (C): 0.551

=====

[3]
DFT (wB97M-V/def2-TZVPD) results for a cluster of 3 separate species, C22H55I2N5O2PS in total in a non-equilibrium geometry.

Atoms and positions in Å:
C 0.7538 7.4859 2.8727
C 0.7587 5.8148 2.9587
C -0.8001 5.3623 2.9863
C -1.1229 3.8665 2.3093
N 0.0025 2.9551 2.1416
P 0.0969 1.4520 3.0224
N 1.8859 1.7402 3.1857
S -0.3292 2.4845 4.8606
C 0.3030 -0.2421 3.8217
C 0.5073 -0.3858 5.4130
C 1.9715 0.1681 6.0036
I 2.5221 -1.2168 7.6588
C 0.4065 0.5451 1.3191
C -0.0821 1.4100 0.0187
C -0.0867 0.3558 -1.2808
I 2.0523 0.2448 -1.9077
O -1.6082 1.0187 2.7592
N -2.2406 1.1384 3.9707
O -3.4286 1.3711 3.8085
H 0.8757 7.7262 1.7181
H 1.6312 7.9746 3.4735
H -0.3203 7.9044 3.1820
H 1.2429 5.5288 4.0112
H 1.3905 5.4509 2.0429
H -1.2231 5.4047 4.1002
H -1.4129 6.1905 2.3870
H -1.4999 4.1617 1.2106
H -2.0879 3.5229 2.8599
H 0.8828 3.3381 1.7601
H 2.3423 1.8037 2.2515
H 2.0320 2.6693 3.6387
H 0.8039 3.1316 5.3790
H -0.6432 -0.9088 3.5249
H 1.2182 -0.8119 3.3048
H 0.5920 -1.5644 5.6155
H -0.4045 -0.0705 6.1019
H 2.7791 0.0901 5.1510
H 1.7903 1.2554 6.4010
H -0.3335 -0.3917 1.3770
H 1.4788 0.0829 1.2434
H 0.6841 2.2647 -0.3103
H -1.1845 1.8170 0.0772
H -0.4032 -0.7288 -0.9750
H -0.6820 0.8054 -2.1880
C 5.0960 -4.1193 -7.5552
C 4.8708 -4.2702 -6.0509
N 5.1482 -3.0613 -5.2739
C 5.1613 -3.3004 -3.8257
C 3.8519 -3.7235 -3.1658
C 4.4478 -1.8463 -5.6930
C 2.9227 -1.8749 -5.6930
H 6.1227 -3.8091 -7.7730
H 4.9214 -5.0796 -8.0549
H 4.4078 -3.3948 -8.0035
H 5.5385 -5.0725 -5.7134
H 3.8481 -4.6287 -5.8914
H 5.5383 -2.4057 -3.3154
H 5.9110 -4.0752 -3.6176
H 3.1680 -2.8817 -3.0487
H 4.0549 -4.1089 -2.1599
H 3.3417 -4.5186 -3.7179
H 4.7827 -1.5857 -6.7052
H 4.7835 -1.0007 -5.0787
H 2.5175 -2.8053 -6.0981
H 2.5385 -1.0568 -6.3120
H 2.5187 -1.7268 -4.6893
C -4.3208 -3.7327 -1.1831
C -4.5300 -2.7803 -0.0060
N -4.0252 -1.4246 -0.2282
C -4.0168 -0.6083 0.9916
C -5.3626 -0.2700 1.6267
C -4.5125 -0.7397 -1.4266
C -6.0184 -0.5385 -1.5616
H -3.2616 -3.8087 -1.4479
H -4.6737 -4.7360 -0.9162
H -4.8827 -3.4205 -2.0698
H -4.0047 -3.2209 0.8503
H -5.5952 -2.7793 0.2492
H -3.4758 0.3258 0.7973
H -3.4093 -1.1295 1.7432
H -5.8852 0.5118 1.0738
H -5.2044 0.1119 2.6420
H -6.0183 -1.1421 1.7097
H -4.1633 -1.2933 -2.3075
H -4.0181 0.2364 -1.5159
H -6.5907 -1.4223 -1.2691
H -6.2692 -0.3201 -2.6053
H -6.3642 0.3118 -0.9701

Computed properties:
Net charge: -1
DFT total energy: -71570.1020 eV

Mulliken population analysis, charges in e, atoms 1 to 8: atom 1 (C): -0.960, atom 2 (C): -0.040, atom 3 (C): -0.667, atom 4 (C): -0.475, atom 5 (N): 0.227, atom 6 (P): 0.210, atom 7 (N): -0.927, atom 8 (S): -0.351

=====

[4]
DFT (wB97M-V/def2-TZVPD) results for a structure of composition C8H14N4OS in a non-equilibrium geometry.

Atoms and positions in Å:
C 4.4706 0.6369 -0.6463
N 3.5156 -0.1676 -0.1946
C 2.3148 0.3193 0.2641
N 1.5547 -0.8830 0.6466
N 2.3306 -2.0480 0.2670
N 3.3464 -1.5788 -0.0328
S 1.5220 1.7341 0.5372
C -0.1343 1.4735 0.6532
C -0.7702 0.6557 -0.4470
O -0.2133 0.6312 -1.4698
C -1.9978 -0.0231 -0.0134
C -3.1999 0.4376 -0.9733
H -2.7848 0.2178 -2.0305
H -3.9444 -0.2171 -0.7469
H -3.3788 1.3222 -0.6574
C -2.4044 -0.2788 1.5679
H -1.5197 -0.8700 2.0978
H -3.2741 -0.8966 1.6367
H -2.4381 0.8588 1.7567
C -1.6327 -1.5987 -0.3800
H -0.7956 -2.0326 -0.0336
H -1.4714 -1.5489 -1.3996
H -2.4606 -2.1876 -0.2802
H -0.1786 0.9743 1.8985
H -0.6481 2.5701 0.6286
H 5.2481 -0.0169 -1.1543
H 4.0375 1.1043 -1.5143
H 4.9067 1.4118 0.0201

Computed properties:
Net charge: 0
DFT total energy: -27358.1200 eV

Mulliken population analysis, charges in e, atoms 1 to 8: atom 1 (C): -0.863, atom 2 (N): 0.421, atom 3 (C): 0.290, atom 4 (N): -0.160, atom 5 (N): -0.436, atom 6 (N): -0.228, atom 7 (S): -0.207, atom 8 (C): -0.200

=====

[5]
DFT (wB97M-V/def2-TZVPD) results for an isolated molecule of C20H24ClN3O5S2 in a non-equilibrium geometry.

Atoms and positions in Å:
C 1.3192 5.3537 -1.4109
C 0.0186 4.5832 -1.1927
N -0.1027 4.1895 0.2060
C 0.5900 2.9682 0.5510
C -0.1688 1.6974 0.1080
N -1.5016 1.7308 0.6647
C -1.9868 0.9095 1.6079
O -3.0777 1.0372 2.1304
C -1.1062 -0.2623 1.9809
C -1.2684 -1.4844 1.3414
C -0.5167 -2.5705 1.7427
S -0.5994 -4.1032 0.8241
O -0.2187 -5.2024 1.6523
O -1.8056 -4.1647 0.0672
N 0.7138 -3.9080 -0.2307
C 0.8799 -2.7832 -1.0157
C -0.2372 -2.1590 -1.5752
C -0.0801 -1.0046 -2.3142
C 1.1831 -0.4790 -2.5227
S 1.2911 1.0323 -3.4826
C 2.7420 1.9258 -2.8471
O 1.5238 0.7176 -4.8627
O 0.1225 1.8162 -3.1638
C 2.3018 -1.1171 -2.0232
C 2.1519 -2.2611 -1.2605
C 0.3767 -2.4828 2.7938
C 0.5229 -1.2807 3.4630
C -0.2124 -0.1776 3.0472
Cl -0.0219 1.3235 3.8649
C -2.2396 2.9184 0.2809
C -1.4512 4.1581 0.7316
H 2.1864 4.7333 -1.1994
H 1.3525 6.2180 -0.7530
H 1.3793 5.6925 -2.4418
H -0.0265 3.7316 -1.8833
H -0.8161 5.2465 -1.4272
H 1.5830 2.9798 0.1006
H 0.7071 2.9483 1.6395
H 0.3584 0.8001 0.4371
H -0.2513 1.6812 -0.9842
H -1.9905 -1.5935 0.5495
H 1.5544 -4.3357 0.1250
H -1.2071 -2.6050 -1.4332
H -0.9291 -0.4943 -2.7402
H 3.6355 1.4781 -3.2605
H 2.7277 1.8756 -1.7661
H 2.6471 2.9518 -3.1817
H 3.2880 -0.7273 -2.2184
H 3.0197 -2.7601 -0.8552
H 0.9258 -3.3623 3.0900
H 1.1985 -1.1905 4.2988
H -3.2177 2.8800 0.7613
H -2.3586 2.9200 -0.8070
H -1.9763 5.0655 0.4312
H -1.3796 4.1482 1.8245

Computed properties:
Net charge: 0
DFT total energy: -70029.8153 eV

Mulliken population analysis, charges in e, atoms 1 to 8: atom 1 (C): -1.567, atom 2 (C): 0.135, atom 3 (N): 0.214, atom 4 (C): -1.377, atom 5 (C): 0.185, atom 6 (N): 0.137, atom 7 (C): -0.075, atom 8 (O): -0.669

=====

| no. | LUMO energy (Eh) | frontier orbital gap (eV) | HOMO (eV) |
| --- | --- | --- | --- |
| 1 | 0.0170 | 8.9 | -8.4175 |
| 2 | 0.0100 | 8.3 | -7.9890 |
| 3 | 0.0839 | 6.9 | -4.5873 |
| 4 | 0.0181 | 9.2 | -8.7179 |
| 5 | 0.0008 | 8.2 | -8.2204 |